1.
The following is a DFT calculation (ωB97M-V/def2-TZVPD) of the molecule C4H5BrS.

Last column: Mulliken charge in e.
Positions of all 11 atoms, in Å:
C: -0.9256 -2.2359 0.4170  -0.504
C: -2.0038 -2.7064 0.5381  0.313
C: -0.2333 0.1148 -0.5687  -1.201
C: 0.2554 -0.8581 0.4569  0.230
S: 0.2913 -0.3232 2.1265  -0.167
Br: -3.5625 -3.5729 0.5109  -0.055
H: -1.3465 0.4040 -0.3950  0.339
H: -0.1814 -0.2579 -1.6873  0.306
H: 0.4417 1.0487 -0.6580  0.337
H: 1.2615 -1.2227 0.3265  0.287
H: -0.1945 0.8182 1.7784  0.116

SMILES string: C[C@@H](S)C#CBr
Frontier orbital gap (eV): 9.991
M (g mol⁻¹): 165.06


2.
The following is a DFT calculation (ωB97M-V/def2-TZVPD) of a cluster of 2 separate species, C4H5BrS in total.

Last column: Mulliken charge in e.
Positions of all 11 atoms, in Å:
C: 3.1994 2.0383 -0.2734  -0.040
C: 3.6921 0.9224 -0.1093  -0.392
C: 0.9399 -0.7547 -1.6958  -0.774
C: 0.6289 0.5425 -1.4434  0.100
S: -0.1153 1.1058 -0.0108  -0.199
Br: 4.5077 -0.6319 0.3205  0.000
H: 1.3954 -1.0160 -2.6002  0.285
H: 0.7401 -1.5714 -0.9471  0.116
H: 2.6294 2.8965 -0.2116  0.457
H: 0.8012 1.2552 -2.2700  0.306
H: -0.1089 -0.2017 0.6164  0.141

SMILES string: C#CBr.C=CS
Frontier orbital gap (eV): 9.079
M (g mol⁻¹): 165.06


Winner for stability: 2


1.
The following is a DFT calculation (ωB97M-V/def2-TZVPD) of the molecule CH3NO2S2.

Last column: Mulliken charge in e.
Positions of all 9 atoms, in Å:
C: 0.4362 -0.2942 0.0901  -0.434
N: -0.5823 0.5589 -0.4757  -0.273
O: -2.4204 0.6139 -2.6088  -0.455
O: -0.1789 1.1898 -1.6449  -0.177
S: 0.4203 -1.9969 -0.5290  -0.088
S: -1.1844 1.2803 -2.9596  0.483
H: 1.4107 0.1541 -0.1092  0.319
H: 0.2476 -0.3285 1.1646  0.299
H: -1.4652 0.0677 -0.6511  0.326

Frontier orbital gap (alpha / beta) (eV): 8.484 / 5.901
M (g mol⁻¹): 125.17


2.
The following is a DFT calculation (ωB97M-V/def2-TZVPD) of the molecule CH3NO2S2.

Last column: Mulliken charge in e.
Positions of all 9 atoms, in Å:
C: 1.3460 -1.3957 0.5236  -0.228
N: -0.5418 0.1610 -0.3161  -0.433
O: -0.4340 -0.5180 2.0027  -0.576
O: -1.2570 -2.2084 0.3177  -0.555
S: 2.4199 -2.8188 0.7741  -0.088
S: -0.4159 -1.1195 0.6916  1.102
H: 1.8230 -0.3808 0.3686  0.302
H: -0.8781 0.3340 -1.2187  0.205
H: -0.6121 0.9269 0.2978  0.271

SMILES string: NS(=O)(=O)C=S
Frontier orbital gap (alpha / beta) (eV): 7.815 / 7.816
M (g mol⁻¹): 125.17


3.
The following is a DFT calculation (ωB97M-V/def2-TZVPD) of the molecule CH3NO2S2.

Last column: Mulliken charge in e.
Positions of all 9 atoms, in Å:
C: 0.4763 0.5169 -0.6450  -0.469
N: 0.5167 -0.7522 0.0107  -0.222
O: 3.7959 -0.5479 0.7221  -0.453
O: 1.7351 -1.3278 -0.3939  -0.250
S: 1.8381 1.5856 0.0645  -0.160
S: 3.0241 -0.1762 -0.4099  0.563
H: 0.8364 0.2714 -1.6865  0.383
H: -0.5320 0.9488 -0.3951  0.325
H: 0.4479 -0.7034 1.1007  0.283

Frontier orbital gap (eV): 9.709
M (g mol⁻¹): 125.17


Winner for stability: 2


1.
The following is a DFT calculation (ωB97M-V/def2-TZVPD) of a cluster of 2 separate species, C8H12N4O2 in total.

Last column: Mulliken charge in e.
Positions of all 26 atoms, in Å:
C: -2.6684 -1.3325 -1.5277  -0.783
C: -2.1038 -0.2653 -2.3088  -0.278
C: -2.3751 -1.3055 -0.2141  -0.593
C: -1.1742 0.7033 -1.8476  -1.267
C: -1.3819 -0.4548 0.3425  0.635
C: -0.7248 0.5444 -0.5215  1.502
C: 0.8121 0.7645 1.1985  -0.762
C: -0.8052 -0.6711 1.5983  0.456
N: 2.1283 -0.6803 0.0712  -0.594
N: 0.2688 1.2676 0.0392  0.587
N: 3.3967 -0.2717 0.5722  -0.086
N: 0.7649 2.5139 -0.4039  -0.953
O: -1.3419 -1.6193 2.2782  -0.331
O: 0.2720 -0.0795 2.0176  -0.261
H: -3.5105 -1.9320 -2.0127  0.347
H: -2.5473 -0.1029 -3.2764  0.421
H: -2.9117 -1.9227 0.3768  0.586
H: -0.8370 1.3980 -2.5466  0.419
H: 1.6180 1.4110 1.6516  0.766
H: 1.8710 -1.5239 0.5304  0.203
H: 3.8949 -0.0104 -0.3055  0.372
H: 3.3493 0.3594 1.3220  0.264
H: 4.0102 -1.0209 0.9139  0.375
H: 0.4848 3.3166 0.2711  0.339
H: -0.7465 -1.7325 3.0210  0.385
H: 0.2571 2.6465 -1.2398  0.251

Frontier orbital gap (eV): 7.394
M (g mol⁻¹): 196.21
Charge: +2


2.
The following is a DFT calculation (ωB97M-V/def2-TZVPD) of the ion C8H12N4O2 with charge +2.

Last column: Mulliken charge in e.
Positions of all 26 atoms, in Å:
C: -1.4406 -0.7610 2.6831  -0.226
C: -1.0447 -1.9238 2.1292  -0.634
C: 0.1078 -0.8743 0.4118  -0.062
C: -0.6258 2.2055 -2.2477  0.159
C: -0.9313 0.4751 2.0236  -0.674
C: -1.3859 2.0484 -1.0883  -0.141
C: -0.8990 0.2597 0.5624  0.304
C: 2.3058 -1.7414 -0.0953  -0.668
N: -0.1208 -1.9518 1.1396  -0.369
N: 1.1616 -0.8818 -0.4724  0.467
N: 1.0825 -0.3090 -1.6090  -0.091
N: 0.1110 2.5855 -3.0375  0.043
O: 2.2674 -0.4387 -2.2866  -0.377
O: -0.4904 1.4437 -0.1405  -0.365
H: -1.9026 -0.6021 3.5444  0.541
H: -1.3035 -2.8130 2.5527  0.542
H: -1.6018 1.2912 2.3587  0.388
H: 0.0771 0.7161 2.3719  0.332
H: -1.6581 3.0420 -0.8293  0.334
H: -2.3522 1.3872 -1.3859  0.384
H: -1.8484 -0.0503 0.1612  0.327
H: 2.5315 -1.5939 1.0240  0.313
H: 1.7951 -2.8402 -0.1537  0.365
H: 3.1366 -1.6900 -0.8146  0.333
H: 0.8182 3.0833 -3.5892  0.385
H: 2.2104 -0.0663 -3.2127  0.389

SMILES string: C/[N+](=N\O)C1=NC=CC[C@H]1OCC#[NH+]
Frontier orbital gap (alpha / beta) (eV): 7.023 / 7.030
M (g mol⁻¹): 196.21
Charge: +2


Winner for stability: 1


1.
The following is a DFT calculation (ωB97M-V/def2-TZVPD) of the molecule CH3N3S.

Last column: Mulliken charge in e.
Positions of all 8 atoms, in Å:
C: -0.5557 0.4165 0.4410  -0.386
N: 1.0290 -0.8381 -0.6614  -0.382
N: 0.1702 -0.9781 -1.5208  -0.081
N: 0.7880 -0.0067 0.3261  0.112
S: -1.1759 -0.0344 -1.1537  -0.047
H: -1.1230 -0.3026 1.0497  0.212
H: -0.7672 1.4498 0.7273  0.322
H: 1.6348 0.2935 0.7918  0.251

SMILES string: C1NN=NS1
Frontier orbital gap (eV): 9.210
M (g mol⁻¹): 89.12


2.
The following is a DFT calculation (ωB97M-V/def2-TZVPD) of a cluster of 2 separate species, CH3N3S in total.

Last column: Mulliken charge in e.
Positions of all 8 atoms, in Å:
C: -0.6435 0.4059 -1.0835  -0.198
N: 1.4136 -0.2794 0.8453  -0.164
N: 0.8923 -1.1051 1.4347  0.242
N: -0.1269 0.9736 -0.0902  -0.384
S: 0.2159 -2.2624 2.2243  -0.151
H: -1.1946 0.9225 -1.8971  0.240
H: -0.4406 -0.6790 -1.3616  0.189
H: -0.1161 2.0237 -0.0718  0.225

SMILES string: N#[N+][S-].C=N
Frontier orbital gap (eV): 9.641
M (g mol⁻¹): 89.12


Winner for stability: 1


1.
The following is a DFT calculation (ωB97M-V/def2-TZVPD) of a structure of composition C30H45HgPS3.

Last column: Mulliken charge in e.
Positions of all 80 atoms, in Å:
Hg: -3.0110 1.0826 -1.8269  0.167
C: -0.2852 3.1960 -4.0722  -1.242
C: 0.4600 1.8842 -4.3135  0.058
C: 1.7682 2.1291 -5.0712  -1.519
C: 0.7234 1.1258 -3.0299  0.023
C: 1.4422 1.6913 -1.9888  0.120
C: 1.7081 1.0008 -0.8121  0.866
C: 2.6034 1.6611 0.2224  0.314
C: 2.2642 3.1343 0.4623  -1.452
C: 4.0719 1.5407 -0.2014  -1.436
C: 1.2121 -0.3041 -0.6574  0.611
C: 0.5148 -0.9052 -1.7162  0.804
C: 0.2825 -0.1798 -2.8776  -0.572
C: 0.0981 -2.3625 -1.6638  0.852
C: -1.2723 -2.6178 -2.2863  -1.811
C: 1.1686 -3.2288 -2.3362  -1.798
C: 1.5140 -1.1088 0.5768  -0.346
C: 2.7902 -1.6659 0.6805  -0.911
C: 3.1620 -2.4476 1.7609  -1.274
C: 2.2436 -2.6952 2.7700  -0.883
C: 0.9718 -2.1546 2.6773  -0.037
C: 0.5764 -1.3608 1.5977  0.511
P: -1.1331 -0.6669 1.4469  0.589
C: -1.1402 0.5991 2.8461  2.459
C: -0.6310 0.1827 4.2268  -1.929
C: -2.5510 1.1906 2.9396  -2.018
C: -0.2102 1.6990 2.3316  -1.999
C: -2.3011 -2.1015 1.9129  2.013
C: -3.6429 -1.6851 1.2816  -1.565
C: -1.8427 -3.3808 1.2093  -1.769
C: -2.5509 -2.4349 3.3860  -1.882
H: -0.4666 3.7085 -5.0203  0.451
H: 0.2836 3.8659 -3.4251  0.222
H: -1.2430 3.0315 -3.5779  0.146
H: -0.1740 1.2435 -4.9354  0.384
H: 2.4289 2.7796 -4.4932  0.261
H: 1.5724 2.6164 -6.0290  0.466
H: 2.2988 1.1933 -5.2584  0.331
H: 1.8018 2.7088 -2.0931  0.257
H: 2.4855 1.1235 1.1652  0.162
H: 2.5264 3.7474 -0.4023  0.400
H: 2.8368 3.5115 1.3131  0.438
H: 1.2049 3.2850 0.6585  0.028
H: 4.2307 2.0555 -1.1520  0.307
H: 4.3725 0.5001 -0.3313  0.269
H: 4.7260 1.9959 0.5463  0.440
H: -0.2674 -0.6379 -3.6920  0.160
H: 0.0513 -2.6628 -0.6168  -0.335
H: -1.2589 -2.4684 -3.3676  0.453
H: -2.0246 -1.9464 -1.8687  0.258
H: -1.5828 -3.6502 -2.1060  0.468
H: 1.2732 -2.9526 -3.3883  0.325
H: 0.9023 -4.2876 -2.2828  0.495
H: 2.1387 -3.0942 -1.8542  0.280
H: 3.4977 -1.4836 -0.1194  0.718
H: 4.1605 -2.8644 1.8113  0.375
H: 2.5134 -3.3059 3.6231  0.430
H: 0.2625 -2.3562 3.4682  0.183
H: -1.1973 -0.6261 4.6832  0.276
H: -0.7013 1.0499 4.8921  0.518
H: 0.4198 -0.1079 4.1868  0.379
H: -3.2743 0.4957 3.3671  0.326
H: -2.9109 1.5116 1.9588  0.356
H: -2.5261 2.0772 3.5801  0.518
H: 0.8156 1.3328 2.2605  0.260
H: -0.2172 2.5427 3.0292  0.590
H: -0.5345 2.0714 1.3594  0.134
H: -3.5383 -1.5352 0.2056  0.183
H: -4.0215 -0.7520 1.6979  0.282
H: -4.3928 -2.4644 1.4549  0.484
H: -1.7478 -3.2287 0.1350  0.302
H: -2.5965 -4.1596 1.3651  0.600
H: -0.8906 -3.7505 1.5919  0.263
H: -2.9596 -1.5915 3.9389  0.281
H: -1.6556 -2.7830 3.9021  0.294
H: -3.2871 -3.2447 3.4355  0.536
S: -4.2386 3.7344 0.2969  -0.243
C: -2.9716 4.1906 -0.7370  -0.167
S: -3.7967 4.6526 -2.1568  -0.234
S: -1.3321 4.1117 -0.4944  -0.253

Frontier orbital gap (alpha / beta) (eV): 6.624 / 6.738
M (g mol⁻¹): 733.46
Charge: -1
2S+1: 2


2.
The following is a DFT calculation (ωB97M-V/def2-TZVPD) of a structure of composition C30H45HgPS3.

Last column: Mulliken charge in e.
Positions of all 80 atoms, in Å:
Hg: -2.8568 0.8810 -1.8292  0.205
C: -0.2967 3.1501 -4.1369  -1.263
C: 0.4729 1.8523 -4.3736  0.065
C: 1.7893 2.1246 -5.1059  -1.501
C: 0.7270 1.0879 -3.0917  0.078
C: 1.3705 1.6771 -2.0130  -0.063
C: 1.6234 0.9810 -0.8376  0.797
C: 2.4714 1.6400 0.2358  0.366
C: 2.1570 3.1222 0.4384  -1.579
C: 3.9577 1.4730 -0.1032  -1.498
C: 1.1778 -0.3456 -0.7167  0.525
C: 0.5669 -0.9700 -1.8115  0.985
C: 0.3534 -0.2407 -2.9762  -0.459
C: 0.2003 -2.4422 -1.7879  0.739
C: -1.1272 -2.7398 -2.4854  -1.831
C: 1.3214 -3.2755 -2.4172  -1.622
C: 1.4631 -1.1383 0.5300  -0.138
C: 2.7037 -1.7804 0.5848  -1.097
C: 3.0833 -2.5521 1.6682  -1.393
C: 2.2103 -2.6954 2.7357  -0.970
C: 0.9781 -2.0656 2.6938  -0.302
C: 0.5672 -1.2844 1.6082  0.864
P: -1.1161 -0.4967 1.5340  0.833
C: -1.1010 0.6773 3.0120  2.320
C: -0.5891 0.1673 4.3599  -2.005
C: -2.5123 1.2546 3.1743  -2.148
C: -0.1906 1.8272 2.5741  -1.756
C: -2.3124 -1.9231 1.9305  2.198
C: -3.6822 -1.4646 1.4014  -1.628
C: -1.8911 -3.1235 1.0796  -2.074
C: -2.4876 -2.3966 3.3753  -1.897
H: -0.5162 3.6393 -5.0893  0.458
H: 0.2786 3.8494 -3.5267  0.237
H: -1.2356 2.9783 -3.6108  0.123
H: -0.1405 1.2061 -5.0105  0.413
H: 2.4365 2.7628 -4.4990  0.254
H: 1.6063 2.6376 -6.0531  0.461
H: 2.3300 1.1985 -5.3112  0.333
H: 1.6802 2.7131 -2.0866  0.257
H: 2.2920 1.1168 1.1769  -0.001
H: 2.5314 3.7223 -0.3939  0.448
H: 2.6469 3.4864 1.3447  0.421
H: 1.0876 3.3065 0.5268  0.081
H: 4.1779 1.9478 -1.0626  0.315
H: 4.2410 0.4225 -0.1751  0.247
H: 4.5810 1.9442 0.6612  0.453
H: -0.1411 -0.7145 -3.8172  0.112
H: 0.1126 -2.7491 -0.7448  -0.224
H: -1.0356 -2.6466 -3.5699  0.479
H: -1.9134 -2.0552 -2.1633  0.265
H: -1.4438 -3.7637 -2.2726  0.413
H: 1.4752 -2.9774 -3.4574  0.319
H: 1.0685 -4.3389 -2.4005  0.480
H: 2.2642 -3.1399 -1.8856  0.251
H: 3.3760 -1.6667 -0.2571  0.841
H: 4.0516 -3.0375 1.6776  0.370
H: 2.4838 -3.2932 3.5966  0.419
H: 0.3131 -2.1861 3.5356  0.276
H: -1.1497 -0.6847 4.7438  0.259
H: -0.6812 0.9778 5.0908  0.530
H: 0.4658 -0.1059 4.3088  0.385
H: -3.2128 0.5348 3.5971  0.349
H: -2.9070 1.6254 2.2254  0.334
H: -2.4638 2.1076 3.8584  0.534
H: 0.8399 1.4881 2.4608  0.251
H: -0.2012 2.6090 3.3410  0.612
H: -0.5305 2.2711 1.6370  -0.007
H: -3.6188 -1.1706 0.3524  0.199
H: -4.0853 -0.6178 1.9537  0.283
H: -4.3944 -2.2927 1.4856  0.497
H: -1.8181 -2.8452 0.0293  0.339
H: -2.6538 -3.9048 1.1629  0.636
H: -0.9353 -3.5449 1.3960  0.307
H: -2.8432 -1.6049 4.0323  0.301
H: -1.5737 -2.8138 3.7976  0.286
H: -3.2397 -3.1934 3.3908  0.523
S: -4.3096 3.4013 0.2708  -0.251
C: -3.1271 3.9686 -0.7807  -0.203
S: -3.7209 4.5907 -2.2306  -0.214
S: -1.4792 3.8605 -0.5057  -0.202

Frontier orbital gap (alpha / beta) (eV): 6.782 / 6.221
M (g mol⁻¹): 733.46
Charge: -1
2S+1: 2


Winner for stability: 1